Record 1
C49H86AlCl2N11O9 as an isolated structure at a distorted geometry. Source: the Open Molecules 2025 dataset; level of theory: ωB97M-V with the def2-TZVPD basis set.

Cartesian coordinates (Å):
Al: 6.465620 -14.964470 -18.436880
Cl: 6.633550 -16.888990 -22.720390
O: 7.663660 -17.867420 -22.852090
O: 6.767310 -15.785720 -23.691190
O: 5.322940 -17.390740 -22.862860
O: 6.691650 -16.455590 -21.354590
Cl: 7.620640 -10.195800 -18.193280
O: 8.974300 -9.968800 -17.761560
O: 6.684910 -9.679230 -17.183440
O: 7.300930 -9.522980 -19.437150
O: 7.373320 -11.576560 -18.459120
C: 5.544580 -16.727500 -13.398570
C: 7.029680 -17.132540 -13.733050
C: 7.437130 -18.102350 -12.524490
C: 8.789110 -18.790560 -12.768290
C: 8.728640 -19.498860 -14.116390
C: 8.413630 -18.610240 -15.327650
N: 7.147180 -17.880310 -15.003430
O: 6.610800 -17.080250 -16.152820
C: 8.080490 -19.662010 -16.472380
C: 9.692270 -17.676640 -15.605350
C: 7.870380 -15.798630 -13.590100
H: 5.443480 -16.265550 -12.416490
H: 4.954910 -17.641460 -13.469700
H: 5.145080 -16.058140 -14.160440
H: 6.654680 -18.828870 -12.305320
H: 7.453160 -17.469150 -11.637410
H: 8.997950 -19.464170 -11.937190
H: 9.641690 -18.151060 -12.539700
H: 8.044920 -20.346910 -14.154280
H: 9.746320 -19.872320 -14.230230
H: 8.943990 -20.290860 -16.689240
H: 7.743950 -19.210780 -17.405780
H: 7.182290 -20.254880 -16.299600
H: 10.531280 -18.315730 -15.880520
H: 10.011160 -17.158760 -14.700800
H: 9.562710 -16.854480 -16.309170
H: 7.945500 -15.352810 -14.581920
H: 8.845690 -16.010300 -13.151850
H: 7.395200 -15.101500 -12.899940
C: 1.830490 -15.054830 -13.830970
C: 1.026390 -14.277800 -14.833980
C: 1.122040 -15.057360 -16.222710
C: 2.520550 -15.211830 -16.765060
N: 3.686250 -15.396200 -17.089770
H: 2.882970 -14.776700 -13.886130
H: 1.749060 -16.134020 -13.960690
H: 1.474130 -14.820490 -12.827880
H: 1.463480 -13.284630 -14.937330
H: -0.011440 -14.185850 -14.513760
H: 0.614870 -14.608380 -17.076710
H: 0.632240 -16.025850 -16.121650
C: 12.413600 -17.922250 -20.395250
C: 11.431010 -19.032380 -20.746840
C: 10.160160 -19.086540 -19.822660
C: 9.338920 -17.963820 -19.395400
N: 8.667110 -17.075350 -19.039850
H: 13.096470 -17.827060 -21.239490
H: 13.038440 -18.168470 -19.536740
H: 11.997260 -16.923970 -20.260330
H: 11.864560 -20.026640 -20.854530
H: 11.132660 -18.744170 -21.754820
H: 10.436690 -19.564890 -18.883070
H: 9.477520 -19.858980 -20.176830
C: 2.055670 -10.224010 -21.146120
C: 2.941900 -9.448770 -20.245060
C: 3.170060 -10.119520 -18.890230
C: 3.847040 -11.431640 -18.820770
N: 4.361420 -12.480090 -18.776300
H: 2.525480 -11.200480 -21.263950
H: 1.915850 -9.886380 -22.173030
H: 1.039050 -10.251140 -20.753890
H: 2.431290 -8.488500 -20.172460
H: 3.935890 -9.225680 -20.632770
H: 2.160190 -10.201220 -18.488260
H: 3.773780 -9.475960 -18.250350
C: 4.524900 -10.691270 -23.612300
C: 6.101060 -10.651280 -23.417760
C: 6.650980 -12.135470 -23.443930
C: 6.558010 -12.798210 -22.137620
N: 6.458000 -13.327290 -21.129910
H: 4.032740 -9.719160 -23.582640
H: 4.111810 -11.257010 -22.777200
H: 4.305380 -11.240390 -24.527930
H: 6.341760 -10.198760 -22.455790
H: 6.563470 -10.041960 -24.194300
H: 7.716130 -12.044870 -23.656890
H: 6.144760 -12.798680 -24.145350
C: 7.438900 -10.999670 -13.486010
C: 6.323170 -11.805080 -12.755740
C: 5.108580 -12.238630 -13.553290
C: 5.522370 -12.875690 -14.772950
N: 5.860030 -13.399030 -15.758610
H: 7.874370 -11.743950 -14.152730
H: 8.228690 -10.695800 -12.798980
H: 7.202840 -10.147030 -14.122700
H: 6.061540 -11.226000 -11.870130
H: 6.689850 -12.780840 -12.437090
H: 4.404810 -11.436810 -13.776670
H: 4.583630 -13.007730 -12.986710
C: 0.727160 -17.199070 -19.484090
C: 1.420100 -18.281920 -18.624560
C: 2.734480 -18.830350 -19.310700
C: 3.957680 -18.058820 -19.040630
N: 4.993290 -17.550250 -18.906220
H: -0.258570 -16.932700 -19.102660
H: 0.566550 -17.709690 -20.433600
H: 1.302420 -16.278180 -19.579650
H: 0.734820 -19.129120 -18.597460
H: 1.724970 -17.977410 -17.623340
H: 2.556840 -18.809300 -20.385920
H: 2.976720 -19.869160 -19.086460
C: 0.296270 -13.594650 -20.799820
C: 0.676300 -14.453530 -21.999950
C: 2.164320 -14.346270 -22.390580
C: 3.091500 -14.767240 -21.314960
N: 3.837230 -15.086110 -20.483090
H: 0.461950 -14.075150 -19.835570
H: -0.705700 -13.165540 -20.793890
H: 0.995230 -12.758300 -20.808490
H: 0.010050 -14.172340 -22.815510
H: 0.431490 -15.489020 -21.763470
H: 2.536410 -13.395620 -22.772560
H: 2.248980 -14.985590 -23.269340
C: 12.278430 -14.378850 -14.700180
C: 12.236640 -13.077710 -15.511430
C: 10.811010 -12.456180 -15.599960
C: 9.811110 -13.281620 -16.376620
N: 9.127140 -14.000780 -16.980020
H: 11.627810 -15.186870 -15.034710
H: 12.136780 -14.228790 -13.629890
H: 13.284900 -14.794920 -14.745010
H: 12.644170 -13.257930 -16.506180
H: 12.859180 -12.296330 -15.075560
H: 10.951790 -11.436900 -15.959610
H: 10.429890 -12.534130 -14.581740
C: 12.564490 -15.191620 -22.369010
C: 11.274420 -15.646950 -22.935950
C: 10.191210 -14.569010 -22.686890
C: 9.701410 -14.463460 -21.285710
N: 9.270590 -14.381330 -20.173450
H: 13.312220 -15.970260 -22.519700
H: 12.585830 -15.105340 -21.282640
H: 12.905130 -14.256680 -22.813940
H: 10.928810 -16.623120 -22.595730
H: 11.356010 -15.674240 -24.022550
H: 9.303800 -14.748180 -23.293940
H: 10.514490 -13.586890 -23.031900
N: 4.165950 -18.734190 -15.891880
C: 3.086080 -18.176720 -15.225730
C: 2.063560 -19.157310 -15.172260
C: 2.538620 -20.306630 -15.890820
C: 3.799390 -19.992890 -16.246670
H: 5.070620 -18.286880 -15.931670
H: 3.225720 -17.240920 -14.704980
H: 1.089900 -19.046260 -14.718340
H: 1.968590 -21.218610 -15.989640
H: 4.567970 -20.527150 -16.785420

Cartesian forces (eV/Å) of the 2 atoms listed first:
Al 0.04 -0.15 -0.49
Cl -0.51 1.95 0.92

## Properties
Calculated total energy (Eh): -4360.0160
Total charge: 0
Strongest force on any atom (eV/A): 7.58
HOMO-LUMO gap (eV): 3.176



Record 2
A 8-piece molecular cluster, C49H96N3O9PS overall at a distorted geometry. Source: the Open Molecules 2025 dataset; level of theory: ωB97M-V with the def2-TZVPD basis set.

Cartesian coordinates (Å):
C: 0.133071 -3.112468 5.532941
C: -1.313663 -3.855206 5.544805
O: -2.066841 -3.598998 4.334695
C: -2.899935 -4.742279 3.973466
C: -2.252955 -5.531049 2.698849
C: -2.329507 -4.621037 1.372202
C: -3.650571 -4.162466 0.694364
C: -3.716475 -3.238107 -0.579435
C: -5.114780 -2.745704 -1.227097
C: -5.361271 -1.158166 -1.013746
C: -6.155514 -0.816363 0.358621
N: -6.058838 0.668163 0.615104
C: -2.355616 -2.788643 -1.166975
C: -0.978732 -3.237247 -0.528396
C: -0.982192 -4.153923 0.736298
N: 0.339337 -2.800686 -1.059997
C: 0.821091 -3.644173 -2.206970
C: -0.086980 -4.931887 -2.524037
C: 2.366569 -4.038089 -2.011663
C: 2.772199 -4.492898 -0.523597
C: 0.398936 -1.350344 -1.352817
C: 1.638745 -0.563026 -0.831058
C: 1.715164 0.970010 -1.085869
O: 2.891717 1.667714 -0.541343
C: 2.901352 1.360675 0.836821
N: 2.675149 1.244021 2.019329
C: 0.603209 1.750650 -1.888811
P: 0.800960 3.598970 -2.197974
C: 2.603884 4.102247 -2.492896
C: 3.320926 4.835927 -1.250726
C: -0.048862 4.655716 -0.873250
C: -0.389305 3.880522 0.495342
C: -0.645580 0.938631 -2.407987
C: -0.738955 -0.583381 -2.129696
S: -2.181096 -1.655175 -2.646972
H: 0.041112 -2.114474 6.100796
H: 0.499809 -2.941995 4.465179
H: 0.942022 -3.717789 6.077666
H: -1.113206 -4.957437 5.770052
H: -1.885846 -3.369733 6.429028
H: -3.006815 -5.447130 4.878159
H: -3.932747 -4.310772 3.707580
H: -1.132725 -5.648372 2.971969
H: -2.719739 -6.574660 2.564711
H: -4.652532 -4.487264 1.163877
H: -5.976048 -3.268144 -0.652475
H: -5.236884 -3.075955 -2.319165
H: -6.035769 -0.752598 -1.863735
H: -4.385508 -0.541572 -1.085542
H: -7.273778 -1.040382 0.158983
H: -5.799479 -1.423671 1.257372
H: -5.055148 0.858047 0.804234
H: -6.234413 1.125428 -0.295079
H: 0.010789 -4.477664 1.191554
H: 0.764270 -2.973546 -3.151354
H: -1.111083 -4.653536 -2.985696
H: 0.463524 -5.514314 -3.363055
H: -0.182741 -5.666813 -1.647510
H: 3.003983 -3.121284 -2.291550
H: 2.686941 -4.880485 -2.732712
H: 3.738098 -3.928110 -0.226834
H: 3.008704 -5.608297 -0.458395
H: 1.997555 -4.260560 0.281096
H: 2.457453 -1.096114 -0.238591
H: 2.613737 4.821559 -3.383826
H: 3.214606 3.152039 -2.746773
H: 4.390523 5.101808 -1.602375
H: 3.463051 4.158527 -0.330936
H: 2.794820 5.780655 -0.885370
H: 0.633403 5.546059 -0.653275
H: -0.999929 5.093331 -1.362600
H: -0.834820 2.847585 0.302660
H: -1.183857 4.509783 1.057256
H: 0.545080 3.877791 1.156952
H: -1.500483 1.434980 -2.994635
C: -7.691976 -2.089768 -4.580736
C: -6.909140 -0.840486 -4.954146
C: -6.657573 -0.770648 -6.451809
O: -5.660566 -0.839287 -4.264068
H: -7.137565 -2.993976 -4.853203
H: -7.855012 -2.132428 -3.499866
H: -8.663092 -2.111848 -5.081991
H: -7.459854 0.048202 -4.632111
H: -6.067201 -1.628753 -6.790037
H: -6.084320 0.126080 -6.702962
H: -7.598035 -0.752737 -7.009810
H: -5.165337 -1.621882 -4.542373
C: 7.723700 1.019357 -0.256827
C: 7.083094 2.363467 -0.549592
C: 6.595318 3.035533 0.724512
O: 5.986107 2.174033 -1.435248
H: 7.004410 0.336938 0.208099
H: 8.058528 0.542698 -1.182179
H: 8.582171 1.129348 0.411088
H: 7.803068 3.013860 -1.054165
H: 5.838102 2.422188 1.224617
H: 6.124118 3.995613 0.496106
H: 7.420191 3.207788 1.421032
H: 5.345221 1.599595 -0.994220
C: -4.734886 3.977876 -6.034670
C: -4.348933 2.537203 -6.329834
C: -2.880743 2.423245 -6.708707
O: -5.154400 2.040466 -7.398679
H: -4.583274 4.611751 -6.914656
H: -5.795089 4.045573 -5.775518
H: -4.145802 4.382935 -5.207689
H: -4.551583 1.915095 -5.453037
H: -2.664337 3.002689 -7.612233
H: -2.620452 1.384236 -6.929511
H: -2.235801 2.781416 -5.901984
H: -4.982371 2.584302 -8.179413
C: 4.276762 0.598542 6.017704
C: 4.669538 -0.847086 5.752187
C: 6.135633 -0.963513 5.366626
O: 3.857233 -1.367479 4.701463
H: 4.416723 1.213790 5.122779
H: 3.218167 0.665878 6.284172
H: 4.870612 1.025248 6.830354
H: 4.477379 -1.449947 6.644349
H: 6.344686 -0.403837 4.448604
H: 6.399024 -2.005562 5.167918
H: 6.783369 -0.585088 6.160622
H: 4.019877 -0.840540 3.906799
C: -10.233131 1.818003 -6.937974
C: -9.449702 3.067800 -7.307883
C: -9.198037 3.140029 -8.805845
O: -8.202775 3.067118 -6.617618
H: -9.678768 0.914348 -7.212195
H: -10.396609 1.773138 -5.857667
H: -11.204095 1.797262 -7.439860
H: -10.000043 3.955770 -6.984370
H: -8.608011 2.282063 -9.144433
H: -8.624482 4.036780 -9.055996
H: -10.137951 3.159098 -9.363923
H: -7.706291 2.284011 -6.897322
C: 11.416147 -1.644773 4.655221
C: 9.936865 -1.943193 4.468266
C: 9.452865 -1.540895 3.089264
O: 9.181484 -1.235825 5.447090
H: 11.614690 -0.573192 4.549621
H: 11.741130 -1.929038 5.659742
H: 12.023648 -2.185602 3.924882
H: 9.757010 -3.010758 4.622608
H: 9.579366 -0.464645 2.931646
H: 8.385550 -1.752680 2.980252
H: 9.997264 -2.075088 2.306091
H: 9.334428 -0.289891 5.318169
C: 4.293354 3.367188 8.841992
C: 2.973871 3.673354 9.532745
C: 1.860996 2.769584 9.025635
O: 2.621379 5.035373 9.299839
H: 4.216878 3.531378 7.762137
H: 5.081378 4.031490 9.207316
H: 4.599098 2.332280 9.016534
H: 3.086514 3.546830 10.613092
H: 1.699704 2.913301 7.952251
H: 0.916423 3.008133 9.522026
H: 2.094347 1.716741 9.205314
H: 2.519241 5.157622 8.346376

Cartesian forces (eV/Å) of the 2 atoms listed first:
C -0.33 0.14 0.12
C 1.23 1.12 1.25

## Properties
Calculated total energy (Eh): -3505.0797
Total charge: 0
Strongest force on any atom (eV/A): 5.91
HOMO-LUMO gap (eV): 7.532
SMILES: CCOCCc1cc(CCCN)c2c(c1)N([C@H](C)CC)c1cc(OC#N)c(P(CC)CC)cc1S2.CC(C)O.CC(C)O.CC(C)O.CC(C)O.CC(C)O.CC(C)O.CC(C)O



Record 3
C4Cl2GaO4Tl as an isolated structure at a distorted geometry. Source: the Open Molecules 2025 dataset; level of theory: ωB97M-V with the def2-TZVPD basis set.

Cartesian coordinates (Å):
Ga: 3.619250 -0.989730 0.005001
Tl: -2.101440 0.731291 0.528484
Cl: 1.511629 -0.966916 0.633392
Cl: -3.813867 0.151666 -1.441257
C: -4.609706 2.419452 -0.130733
C: 5.582581 -1.274665 0.216966
C: 3.731744 -0.266423 -1.832081
O: -5.575918 3.006674 0.011721
O: 6.724910 -1.314638 -0.029370
O: 3.853164 0.171138 -2.896040
O: -4.831277 -1.073126 2.818352
C: -4.091071 -0.594722 2.115566

Cartesian forces (eV/Å) of the 2 atoms listed first:
Ga -3.03 -0.34 1.73
Tl -1.32 -0.27 0.15

## Properties
Calculated total energy (Eh): -3469.0172
Total charge: +4
Strongest force on any atom (eV/A): 8.45
HOMO-LUMO gap (alpha / beta) (eV): 6.421 / 7.286